A 2-piece molecular cluster, C3H10NO2 overall at a distorted geometry. Source: OMol25; level of theory: ωB97M-V/def2-TZVPD.

The geometry in XYZ format:
```
16
Properties=species:S:1:pos:R:3
C -0.9557 -0.7282 -0.0292
N -0.0569 0.1812 -0.8622
C 1.2515 -0.6392 -1.2275
O 2.0504 -1.0215 -0.1692
C -2.0669 0.1390 0.5905
H -1.3222 -1.5905 -0.7084
H -0.2819 -1.1628 0.6699
H 0.1224 0.8280 -0.0703
H 1.8191 -0.0274 -1.9466
H 0.8903 -1.5139 -1.7891
H -2.7331 0.5851 -0.1662
H -1.8471 1.0164 1.2317
H -2.7930 -0.2872 1.2325
H 2.2573 2.1624 0.9082
H 1.9004 0.6195 0.9130
O 1.7652 1.4391 1.4227
```

Computed properties:
energy above the lowest of the compared OMol25 structures with the same formula, charge and spin: 1.1606 eV
E_tot: -325.51202 Eh
net charge: -1